{
  "formula": "C4H16N3O",
  "method": "the ωB97M-V functional and the def2-TZVPD basis",
  "relative_energy_kcal_mol": 77.72,
  "e_homo_ha": -0.485,
  "gap_ha": 0.3879,
  "charge": 1,
  "fmax_ev_per_a": 3.56,
  "total_energy_ha": -401.17351,
  "symbols": ["N", "C", "C", "N", "C", "C", "N", "H", "H", "H", "H", "H", "H", "H", "H", "H", "H", "H", "H", "H", "H", "H", "H", "O"],
  "positions_angstrom": [[-1.32469, 0.43821, 0.11352], [-0.24270, 0.86216, -0.97387], [1.09104, 0.18629, -0.72181], [1.16657, 0.65227, 0.75772], [1.68648, -0.46364, 1.68505], [1.05592, -1.84689, 1.28101], [-0.46752, -1.99023, 1.68859], [-1.27252, 1.01838, 0.95846], [-1.13403, -0.44585, 0.60188], [-2.22315, 0.61950, -0.37397], [-0.33562, 2.07590, -0.98443], [-0.66387, 0.64608, -1.98718], [1.85649, 0.31488, -1.46012], [0.92252, -0.89575, -0.81881], [1.75884, 1.47774, 0.72180], [2.74409, -0.56793, 1.72479], [1.41814, -0.10583, 2.70306], [1.54430, -2.58432, 1.92322], [1.61779, -1.97803, 0.28826], [-0.93662, -2.81834, 2.12053], [-0.68473, -1.44528, 2.54367], [-2.14474, 1.15549, -3.91269], [-2.44376, 2.64035, -3.79045], [-2.14850, 1.84547, -3.22490]],
  "forces_ev_per_angstrom": [[0.73, 1.77, -1.22], [-1.71, 2.40, -1.69], [-2.61, 0.47, 2.38], [2.02, -2.50, -1.02], [-2.36, 1.12, 0.17], [1.05, -0.16, 2.74], [-0.28, 1.44, -0.17], [0.21, 0.68, -0.71], [-0.39, -1.49, -0.77], [0.35, -0.87, 0.77], [0.85, -2.98, 0.37], [0.02, -0.22, 1.06], [0.71, 1.14, -0.05], [-0.27, 0.55, 0.36], [0.19, -0.20, 0.59], [1.04, -0.19, -0.49], [-0.11, -0.53, -0.49], [0.29, 0.14, -0.10], [-2.47, -0.78, 0.83], [1.64, -0.45, -1.71], [1.19, 0.69, -0.80], [0.01, 0.12, 0.43], [0.65, -1.58, 1.54], [-0.75, 1.44, -1.99]]
}